No. 1
A structure of composition CH4InNO4. Source: OMol25; level of theory: ωB97M-V with the def2-TZVPD basis set.

Geometry (Å):
In  -0.8231  1.0306  1.1402
N  -0.7760  -2.8429  3.2054
O  0.2509  -3.4585  3.3772
O  -0.7319  -1.7564  2.6710
O  -1.8224  -3.3159  3.5958
C  0.4052  1.8162  -2.6027
O  0.7589  1.3995  -1.2956
H  -0.5351  2.3577  -2.5776
H  1.1751  2.5128  -2.9821
H  0.3801  0.9743  -3.3165
H  1.7183  1.2825  -1.2151

Force components x, y, z for each atom (eV/Å):
In 0.043 0.418 -0.362
N -0.303 -0.085 0.345
O 0.105 -0.295 0.050
O -0.024 -0.007 -0.082
O 0.245 -0.018 -0.108
C 0.587 0.673 -0.348
O -0.247 -0.035 0.500
H -0.201 -0.316 0.111
H -0.070 -0.249 0.001
H -0.083 -0.024 0.138
H -0.054 -0.062 -0.246

The total charge is +2. The value obtained for the HOMO-LUMO gap is 2.10 eV. As for the multiplicity: 1. Its electronic energy is -585.27348 hartree. Its relative energy (zero: lowest compared OMol25 entry of this formula, charge and spin) is 10.7 kJ/mol. The HOMO energy is -18.19 eV.

Löwdin population analysis, charges in e, atoms 1 to 6:
1 In 1.164
2 N -0.516
3 O 0.455
4 O 0.215
5 O 0.449
6 C -0.059


No. 2
A cluster of 2 separate species, CH7NO in total. Source: OMol25; level of theory: ωB97M-V with the def2-TZVPD basis set.

Geometry (Å):
C  -0.4927  0.6615  1.5470
N  -0.0283  -0.6989  1.2258
H  0.1998  1.4396  1.1999
H  -0.5609  0.7771  2.6194
H  -1.4682  0.8130  1.1033
H  -0.4051  -0.9872  0.3350
H  0.9777  -0.7284  1.1343
O  0.5318  -0.0609  -2.3274
H  0.2386  0.6312  -2.9269
H  -0.0168  -0.8222  -2.5365

Force components x, y, z for each atom (eV/Å):
C 0.740 -0.291 -0.213
N -0.195 0.097 0.090
H -0.244 -0.020 -0.171
H -0.203 0.015 0.345
H -0.175 0.166 0.013
H 0.092 0.034 -0.088
H -0.002 0.014 0.025
O -0.001 -0.011 0.067
H -0.009 0.007 -0.012
H -0.002 -0.012 -0.056

The total charge is 0. The value obtained for the HOMO-LUMO gap is 9.77 eV. Its SMILES is CN.O. As for the multiplicity: 1. Its electronic energy is -172.27169 hartree. Its relative energy (zero: lowest compared OMol25 entry of this formula, charge and spin) is 17.0 kJ/mol. The HOMO energy is -9.00 eV.

Löwdin population analysis, charges in e, atoms 1 to 6:
1 C -0.193
2 N -0.074
3 H 0.064
4 H 0.052
5 H 0.063
6 H 0.032


No. 3
A cluster of 9 separate species, C26H43N4O16P in total in a non-equilibrium geometry. Source: OMol25; level of theory: ωB97M-V with the def2-TZVPD basis set.

Geometry (Å):
C  -1.3415  -2.3926  0.8490
C  -0.8222  -1.2998  -0.0082
N  -0.3871  -0.4894  -0.6853
H  -2.3628  -2.7402  0.6936
H  -1.3292  -2.1395  1.9092
H  -0.6271  -3.2154  0.8771
C  -0.3530  -3.5138  -3.2081
C  -1.0754  -2.9983  -4.2631
N  -1.6909  -2.4991  -5.0988
H  0.7126  -3.3073  -3.3078
H  -0.4060  -4.6019  -3.1720
H  -0.7389  -3.2461  -2.2244
C  -4.4620  0.0342  -0.8742
C  -4.1984  1.4588  -0.5727
N  -4.0233  2.5622  -0.2658
H  -3.7338  -0.0430  -1.6816
H  -5.5119  -0.1841  -1.0693
H  -4.0034  -0.5792  -0.0986
C  -0.6775  2.6736  1.1615
C  -1.1111  3.0153  2.4996
N  -1.5257  3.4203  3.4989
H  -0.9654  1.6462  0.9386
H  0.4068  2.7736  1.1115
H  -1.1601  3.3965  0.5038
C  3.7362  3.9961  2.2954
C  2.6682  4.6575  1.2958
O  2.6695  3.9495  0.0402
P  1.8633  4.5978  -1.2620
O  0.4217  4.9391  -1.0708
O  2.1745  3.3875  -2.3891
C  1.1977  2.3701  -2.6484
C  1.9217  1.1875  -3.2553
O  2.7918  5.8351  -1.7748
C  2.7674  6.2162  -3.1734
C  3.4399  5.1654  -4.1960
H  3.9657  4.8026  2.9917
H  3.1684  3.2765  2.8853
H  4.6665  3.7640  1.7770
H  1.6359  4.6730  1.6455
H  2.8141  5.7089  1.0482
H  0.6470  2.0278  -1.7722
H  0.4439  2.7332  -3.3470
H  2.6387  1.0485  -2.4463
H  1.3122  0.2842  -3.2276
H  2.3578  1.3490  -4.2411
H  1.7524  6.5205  -3.4288
H  3.4928  7.0175  -3.0323
H  3.3404  5.6881  -5.1473
H  4.5177  5.0484  -4.0831
H  2.9493  4.2194  -4.4254
C  3.4032  0.6862  1.3747
C  3.5530  0.3996  2.9164
O  2.2976  0.7162  3.4123
C  1.4495  0.3610  2.5709
O  0.3330  -0.1213  2.8850
O  1.9389  0.4625  1.3063
H  3.7834  -0.1373  0.7702
H  3.7017  1.6886  1.0680
H  4.3579  0.7639  3.5547
H  3.7673  -0.6674  2.9773
C  3.6456  -4.1999  1.3564
C  2.2098  -3.8214  1.5704
O  1.6370  -4.2974  0.3414
C  2.6240  -4.4982  -0.5608
O  2.4583  -4.8024  -1.7614
O  3.8108  -4.4439  0.0392
H  3.7672  -5.0264  2.0565
H  4.3179  -3.4464  1.7668
H  2.0228  -2.7661  1.7686
H  1.8025  -4.2602  2.4813
C  -3.7338  -5.9003  -1.3516
C  -4.9860  -5.2352  -0.6998
O  -4.5860  -3.9229  -0.9456
C  -3.5937  -3.7540  -1.8133
O  -3.1213  -2.6995  -2.0678
O  -3.1580  -4.8856  -2.2222
H  -4.1717  -6.6170  -2.0462
H  -3.0936  -6.3736  -0.6072
H  -4.9697  -5.4928  0.3592
H  -5.9413  -5.6119  -1.0654
C  -4.3776  -0.1514  4.2573
C  -3.0003  -0.0012  3.5312
O  -3.3542  -0.5085  2.2283
C  -4.5645  -1.2012  2.2278
O  -4.9635  -2.0001  1.4253
O  -5.1353  -0.9700  3.3050
H  -4.9166  0.7915  4.3502
H  -4.2844  -0.7239  5.1801
H  -2.1963  -0.5722  3.9955
H  -2.7019  1.0465  3.4941

Force components x, y, z for each atom (eV/Å):
C 0.626 -0.054 0.886
C -0.995 -1.381 1.021
N 0.312 0.666 -0.429
H 0.129 0.250 -0.726
H 0.010 0.849 -0.092
H -0.096 -0.216 -0.792
C 1.868 -2.001 2.361
C -2.027 1.658 -2.243
N 0.335 -0.294 0.155
H -0.032 0.234 0.192
H -0.053 -0.164 -0.338
H 0.070 0.586 -0.225
C 1.706 1.325 -0.035
C -0.813 0.698 1.218
N 0.148 -0.999 -0.469
H -0.695 -0.973 -0.787
H 0.390 -0.039 -0.189
H -0.524 0.070 -0.002
C 0.074 -0.047 0.198
C -0.619 0.779 0.996
N 0.463 -0.517 -0.557
H 0.037 0.070 -0.287
H 0.041 -0.166 -0.151
H -0.066 -0.226 -0.319
C -2.176 2.177 -0.851
C 0.805 0.188 0.722
O -1.894 1.160 -2.539
P 5.356 -4.385 -1.972
O -0.592 0.736 0.533
O -0.596 3.517 3.092
C -1.781 -1.138 -1.376
C 0.177 0.084 1.400
O -2.539 -2.663 1.954
C 2.246 -1.025 -1.184
C -0.921 1.422 -0.247
H 0.112 0.021 0.088
H 0.724 -0.581 -0.282
H -0.327 -0.565 0.105
H -0.010 -0.516 0.568
H 0.748 0.143 0.276
H 0.311 0.167 0.365
H 0.031 0.482 0.035
H 0.876 -0.619 -0.587
H -0.258 0.231 -0.229
H 0.047 0.088 0.251
H 0.209 0.080 -0.163
H -0.555 0.530 -1.030
H 0.046 0.375 -0.107
H -0.191 -0.061 0.589
H -0.045 0.163 0.774
C -1.089 -0.733 1.493
C 2.281 -0.780 -1.317
O 2.590 1.351 4.098
C -6.470 -3.148 -2.080
O 3.180 1.928 -1.661
O 0.258 0.366 -0.084
H 0.498 0.508 -0.002
H -0.310 -0.248 -0.232
H -0.232 1.047 -0.470
H -0.650 -0.440 0.192
C 0.254 0.651 4.181
C -0.463 0.596 0.163
O -0.514 0.443 0.059
C -1.161 -1.860 -4.257
O 0.427 1.427 4.468
O 0.830 -0.218 -1.839
H 0.700 -0.846 -0.802
H 0.221 0.221 -0.555
H -0.055 0.381 -0.895
H -0.303 -0.740 -0.498
C -2.166 -1.521 -1.443
C 2.515 -1.311 0.104
O -2.417 2.263 1.176
C -0.470 1.407 1.240
O 0.145 1.213 -0.410
O 1.046 -3.416 0.232
H 0.793 -0.568 0.133
H 0.559 0.482 -0.462
H -0.062 0.630 0.170
H -0.015 0.820 -0.643
C 0.499 -0.391 -0.992
C -1.703 0.016 0.118
O 0.620 -0.334 -1.197
C 2.795 -0.979 -1.828
O 0.791 0.756 -0.570
O -2.695 1.191 5.223
H 0.120 -0.175 0.264
H -0.331 0.270 -0.038
H -0.095 -0.227 -0.256
H -0.007 -0.154 -0.358

The total charge is +1. The value obtained for the HOMO-LUMO gap (spin up / spin down) is 9.64 / 2.41 eV. The expectation value of S² is 0.76. As for the multiplicity: 2. Its electronic energy is -2780.31426 hartree. The HOMO energy (spin up / spin down) is -12.20 / -12.20 eV.

Löwdin population analysis, charges in e, atoms 1 to 6:
1 C -0.032
2 C -0.239
3 N 0.171
4 H 0.074
5 H 0.067
6 H 0.066


No. 4
A structure of composition C43H40EuN7O8S3 in a non-equilibrium geometry. Source: OMol25; level of theory: ωB97M-V with the def2-TZVPD basis set.

Geometry (Å):
Eu  2.3704  0.4403  0.4469
N  1.1924  2.9488  1.7716
N  2.0651  3.4191  2.7778
C  3.3532  3.0258  2.6440
N  4.2829  3.5792  3.4223
N  3.5550  2.1158  1.6909
N  4.7469  1.5775  1.4309
O  4.7717  0.8906  0.4011
O  5.7276  1.7526  2.1372
H  1.4083  3.3701  0.8643
H  0.2342  3.1215  2.0440
H  1.9505  4.3817  3.0686
H  4.0080  4.0567  4.2646
H  5.1879  3.1299  3.3630
C  -2.1128  7.0456  -3.3927
C  -1.5822  5.7284  -2.8958
C  -1.4857  4.6216  -3.7273
C  -0.9797  3.4139  -3.2623
C  -0.5675  3.3131  -1.9514
C  -0.6571  4.4096  -1.1038
C  -1.1546  5.6086  -1.5742
S  0.1441  1.7857  -1.2698
O  0.0888  0.7525  -2.3218
C  -1.9610  0.2336  0.6264
C  -1.9852  1.3138  1.5197
C  -2.9042  2.3149  1.3375
C  -3.7455  2.3207  0.1947
C  -4.5917  3.4163  -0.0926
C  -5.3110  3.4672  -1.2528
C  -5.2015  2.4267  -2.1943
C  -4.4348  1.3285  -1.9223
C  -3.7201  1.2225  -0.7053
C  -2.9005  0.1043  -0.3595
C  -2.8585  -1.2247  -0.9684
C  -3.9485  -1.8856  -1.6166
C  -5.2830  -1.4149  -1.5332
C  -6.3197  -2.1358  -2.0574
C  -6.0818  -3.3512  -2.7264
C  -4.8101  -3.8426  -2.8078
C  -3.7265  -3.1532  -2.2152
C  -2.4463  -3.7400  -2.1180
C  -1.4975  -3.2004  -1.2975
C  -1.7217  -1.9612  -0.6661
S  -0.7890  -1.3491  0.7662
O  0.5023  -0.5735  0.3546
C  0.1850  -3.0199  0.9589
C  1.3743  -3.3585  0.3347
C  1.9022  -4.6361  0.4840
C  1.2417  -5.5894  1.2528
C  1.7919  -6.9873  1.3731
C  0.0671  -5.2232  1.9051
C  -0.4532  -3.9436  1.7620
H  -2.7809  6.9134  -4.2431
H  -1.2880  7.6891  -3.7082
H  -2.6503  7.5686  -2.6013
H  -1.8140  4.7000  -4.7573
H  -0.8930  2.5511  -3.9120
H  -0.3275  4.3207  -0.0770
H  -1.2249  6.4645  -0.9118
H  -1.3063  1.3028  2.3693
H  -2.9835  3.1412  2.0403
H  -4.6440  4.2354  0.6161
H  -5.9413  4.3223  -1.4651
H  -5.7281  2.5016  -3.1378
H  -4.3414  0.5351  -2.6509
H  -5.4843  -0.5017  -0.9935
H  -7.3356  -1.7812  -1.9364
H  -6.9097  -3.9063  -3.1488
H  -4.6128  -4.7920  -3.2919
H  -2.2555  -4.6763  -2.6287
H  -0.5724  -3.7324  -1.1455
H  1.8547  -2.6344  -0.3082
H  2.8366  -4.8983  -0.0049
H  2.2112  -7.3177  0.4224
H  1.0128  -7.6890  1.6693
H  2.5885  -7.0304  2.1199
H  -0.4469  -5.9475  2.5284
H  -1.3750  -3.6538  2.2603
O  4.6376  -2.7245  2.1128
C  4.0917  -1.9112  1.3940
O  3.3273  -0.9503  1.7927
C  4.3605  -1.9564  -0.1149
C  5.4426  -2.6771  -0.5846
C  5.7223  -2.6456  -1.9412
C  4.9070  -1.8976  -2.7774
C  3.8387  -1.2100  -2.2265
N  3.5646  -1.2354  -0.9224
H  6.0378  -3.2387  0.1207
H  6.5674  -3.1897  -2.3416
H  5.1058  -1.8343  -3.8376
H  3.1751  -0.6184  -2.8475
N  3.6060  -0.2936  4.6760
C  2.4011  -1.1321  4.7393
C  1.3546  -0.6440  3.7407
O  0.3474  -1.2242  3.4939
O  1.6163  0.5872  3.2252
H  4.1124  -0.5849  3.8427
H  4.2175  -0.4823  5.4596
H  2.4360  0.8425  3.7087
H  1.9561  -1.0641  5.7328
H  2.5951  -2.1836  4.5193
S  2.0703  2.5365  -1.2328

Force components x, y, z for each atom (eV/Å):
Eu -2.697 0.116 -0.437
N -0.106 0.065 0.052
N 0.282 0.074 -0.519
C -0.126 0.091 0.279
N 0.054 -0.348 -0.199
N -0.104 0.337 0.151
N 1.630 0.352 0.169
O 0.412 0.557 0.485
O -0.075 -0.025 -0.073
H -0.011 0.101 0.043
H -0.055 -0.196 0.120
H -0.024 -0.007 0.142
H 0.011 0.054 -0.063
H 0.084 0.119 0.173
C 0.091 -0.017 -0.010
C -0.033 0.077 0.023
C -0.052 0.022 -0.005
C 0.042 -0.300 -0.072
C 0.063 0.006 0.312
C -0.106 -0.048 -0.037
C -0.044 -0.075 0.026
S -0.486 0.754 -0.735
O -0.214 -0.152 -0.193
C 0.935 -0.076 -0.750
C -0.237 0.132 0.104
C 0.233 -0.037 0.203
C -0.039 -0.059 -0.138
C -0.007 0.106 -0.033
C -0.010 0.154 0.057
C 0.017 -0.067 -0.055
C 0.067 0.201 -0.142
C -0.077 -0.005 0.235
C 0.062 0.336 0.216
C 0.197 -0.169 -0.010
C 0.051 -0.188 -0.053
C -0.161 -0.175 0.071
C -0.005 0.114 0.080
C 0.080 -0.098 -0.109
C -0.066 0.004 -0.064
C -0.052 0.238 0.041
C 0.142 -0.016 0.087
C 0.092 -0.120 -0.198
C -0.351 0.146 0.609
S -1.549 -1.243 -0.176
O -0.026 0.246 0.476
C 0.390 0.532 -0.466
C -0.046 -0.348 0.186
C 0.041 0.167 -0.054
C -0.019 -0.137 0.048
C 0.029 0.117 0.060
C -0.011 0.033 0.003
C 0.081 0.023 -0.010
H -0.001 0.009 0.012
H -0.036 0.025 -0.037
H -0.038 0.003 -0.041
H -0.005 -0.012 0.004
H -0.029 -0.015 0.027
H -0.055 0.045 0.061
H -0.008 -0.020 0.004
H 0.007 0.105 0.010
H 0.025 -0.012 -0.047
H 0.025 -0.002 0.009
H 0.008 -0.017 0.008
H 0.016 -0.021 0.000
H 0.000 0.103 -0.025
H -0.090 -0.151 0.003
H 0.009 0.026 -0.021
H 0.005 0.006 -0.013
H -0.020 -0.014 0.018
H 0.001 -0.017 0.033
H 0.016 0.012 0.005
H -0.050 -0.104 -0.023
H -0.028 -0.039 -0.034
H 0.009 -0.044 0.013
H 0.016 -0.023 0.004
H -0.002 -0.034 -0.005
H 0.005 -0.040 -0.035
H -0.017 -0.036 0.015
O 0.016 0.104 -0.017
C 0.419 -0.505 -0.089
O 0.571 -0.796 0.573
C 0.046 -0.038 0.166
C -0.071 -0.097 -0.039
C -0.088 0.078 -0.037
C 0.092 -0.077 0.068
C -0.159 0.021 -0.182
N 0.625 -0.090 0.162
H -0.021 0.008 0.017
H 0.006 0.000 0.002
H -0.070 0.000 -0.015
H -0.012 0.028 0.047
N -0.061 -0.065 -0.268
C 0.151 0.015 -0.217
C -0.001 0.017 0.596
O -0.167 -0.172 -0.092
O 0.143 -0.105 0.281
H 0.069 -0.028 0.005
H -0.095 0.088 0.099
H 0.017 0.019 -0.134
H -0.045 0.004 -0.017
H -0.093 -0.001 -0.037
S 0.665 0.489 -0.671

The total charge is 0. The value obtained for the HOMO-LUMO gap (spin up / spin down) is 4.64 / 4.64 eV. The expectation value of S² is 12.01. As for the multiplicity: 7. Its electronic energy is -4552.63154 hartree. Its relative energy (zero: lowest compared OMol25 entry of this formula, charge and spin) is 0.0 kJ/mol. The HOMO energy (spin up / spin down) is -5.99 / -5.99 eV.

Löwdin population analysis, charges in e, atoms 1 to 6:
1 Eu 1.710
2 N 0.008
3 N 0.020
4 C -0.376
5 N 0.224
6 N 0.003